# 1
The following is a quantum chemistry calculation of a 2-piece molecular cluster, C2H6N2 overall, from the Open Molecules 2025 dataset.

Properties
Energy relative to the best compared isomer or geometry (same formula, charge and spin), kJ/mol: 32.4
Spin multiplicity: 3
LUMO level (alpha / beta), Ha: 0.0459 / -0.0482
E_tot, eV: -5145.8964
Orbital gap (alpha / beta), eV: 8.4 / 8.4
Total charge: 0
Strongest force on any atom, eV/Å: 4.7

Last column: Löwdin spin population.
Atoms and positions in Å:
C: 1.00 -0.44 -1.09  0.022
C: 0.64 0.76 -0.55  0.006
N: -1.80 -0.51 1.07  0.877
N: -0.72 -0.09 1.55  0.955
H: 0.40 -0.74 -1.94  0.003
H: 1.70 -1.20 -0.81  0.002
H: 0.96 1.25 0.43  0.005
H: 0.04 1.45 -1.23  0.000
H: -2.31 0.33 0.95  0.063
H: 0.10 -0.80 1.62  0.068

---

# 2
The following is a quantum chemistry calculation of C24H35ClIrSe3Te as an isolated structure, from the Open Molecules 2025 dataset.

Properties
Energy relative to the best compared isomer or geometry (same formula, charge and spin), kJ/mol: 53.6
Spin multiplicity: 2
LUMO level (alpha / beta), Ha: -0.0357 / -0.0369
E_tot, eV: -244150.8620
Orbital gap (alpha / beta), eV: 5.9 / 5.9
Total charge: 0
Strongest force on any atom, eV/Å: 0.6

Last column: Löwdin spin population.
Atoms and positions in Å:
Ir: -1.14 1.09 -0.69  0.002
C: -0.61 1.24 1.40  0.000
C: 0.47 0.53 0.75  -0.001
C: 1.01 1.42 -0.27  0.000
C: 0.24 2.63 -0.20  0.000
C: -0.74 2.55 0.86  0.000
C: -1.59 3.66 1.44  0.000
C: -3.08 3.38 1.29  0.000
C: -1.23 3.77 2.93  0.000
C: -1.25 4.98 0.74  0.000
C: 2.20 1.29 -1.22  0.000
C: 3.48 1.19 -0.36  0.000
C: 2.13 0.11 -2.19  0.000
C: 2.34 2.56 -2.07  0.000
C: 0.91 -0.77 1.42  0.000
C: -0.32 -1.55 1.92  0.003
C: 1.73 -1.76 0.60  0.006
C: 1.75 -0.33 2.64  0.000
H: -1.18 0.87 2.23  0.000
H: 0.37 3.50 -0.82  0.000
H: -3.37 2.45 1.79  0.000
H: -3.37 3.30 0.25  0.000
H: -3.64 4.20 1.76  0.000
H: -1.56 2.89 3.48  0.000
H: -1.73 4.64 3.36  0.000
H: -0.16 3.88 3.07  0.000
H: -1.51 4.95 -0.31  0.000
H: -0.19 5.23 0.84  0.000
H: -1.82 5.79 1.20  0.000
H: 3.54 0.25 0.19  0.000
H: 3.52 2.00 0.37  0.000
H: 4.35 1.26 -1.00  0.000
H: 2.01 -0.84 -1.70  0.000
H: 3.05 0.08 -2.77  0.000
H: 1.30 0.24 -2.89  0.000
H: 2.50 3.45 -1.45  0.000
H: 1.46 2.72 -2.70  0.000
H: 3.20 2.45 -2.73  0.000
H: -1.04 -1.71 1.12  0.003
H: -0.82 -1.06 2.75  0.000
H: 0.00 -2.53 2.29  0.000
H: 1.18 -2.12 -0.26  0.006
H: 1.95 -2.62 1.24  0.000
H: 2.69 -1.36 0.27  0.000
H: 1.17 0.33 3.29  0.000
H: 2.65 0.20 2.33  0.000
H: 2.05 -1.21 3.21  0.000
Se: -1.08 1.34 -3.11  0.002
Se: -2.44 -0.32 -4.06  0.008
Te: -4.50 0.05 -2.73  0.002
Se: -3.37 0.27 -0.48  0.003
Cl: -0.82 -8.37 -0.37  0.041
C: -0.82 -6.68 -0.78  0.139
C: 0.36 -6.08 -1.21  -0.018
C: 0.36 -4.74 -1.53  0.119
C: -0.82 -3.96 -1.45  0.048
C: -0.83 -2.60 -1.76  0.484
C: -2.00 -4.61 -1.01  0.119
C: -2.00 -5.95 -0.68  -0.018
H: 1.27 -6.67 -1.28  -0.004
H: 1.28 -4.27 -1.87  0.005
H: -1.74 -2.03 -1.70  0.022
H: 0.06 -2.09 -2.10  0.025
H: -2.92 -4.04 -0.93  0.005
H: -2.91 -6.44 -0.35  -0.004

---

# 3
The following is a quantum chemistry calculation of C5H12FP as an isolated structure, from the Open Molecules 2025 dataset.

Properties
Energy relative to the best compared isomer or geometry (same formula, charge and spin), kJ/mol: 311.3
LUMO level, Ha: 0.0254
E_tot, eV: -17382.2290
Orbital gap, eV: 9.0
Total charge: 0
Strongest force on any atom, eV/Å: 3.7

Last column: natural (NBO) charge in e.
Atoms and positions in Å:
C: -1.20 0.33 -0.78  -0.138
C: -2.09 1.24 0.09  -0.748
C: 0.91 -1.58 -1.17  -0.887
C: 1.34 1.12 -0.52  -0.995
C: 0.39 -0.64 1.72  -0.963
F: -1.54 -1.50 0.08  -0.664
P: 0.26 -0.25 -0.02  1.501
H: -2.09 0.80 1.07  0.212
H: -3.04 1.33 -0.44  0.233
H: -1.64 2.23 0.06  0.231
H: 0.25 -1.78 -2.00  0.269
H: 1.71 -1.12 -1.68  0.215
H: 1.13 -2.46 -0.59  0.236
H: 0.78 1.54 -1.34  0.256
H: 1.16 1.81 0.27  0.229
H: 2.34 0.98 -0.92  0.253
H: 1.21 -0.09 2.18  0.236
H: -0.49 -0.27 2.19  0.259
H: 0.61 -1.68 1.79  0.266

---

# 4
The following is a quantum chemistry calculation of C28H60NO18P as an isolated structure, from the Open Molecules 2025 dataset.

Properties
Energy relative to the best compared isomer or geometry (same formula, charge and spin), kJ/mol: 630.2
LUMO level, Ha: 0.1274
E_tot, eV: -77626.1045
Orbital gap, eV: 2.8
Total charge: -2
Strongest force on any atom, eV/Å: 17.2

Last column: Mulliken charge in e.
Atoms and positions in Å:
N: -0.44 0.21 -0.81  1.614
H: -0.33 0.35 0.25  -0.069
H: 0.41 0.75 -1.19  -0.596
H: -1.30 0.63 -1.32  -0.130
H: -0.43 -0.59 -1.13  -0.121
P: -0.10 -0.14 -4.00  -0.216
O: -0.75 -1.34 -3.41  -0.552
O: -0.90 1.08 -3.36  -1.005
O: 0.01 0.14 -5.40  -0.890
O: 1.18 0.04 -3.31  0.481
O: -1.99 1.73 1.40  -0.106
C: -3.11 2.33 1.63  0.626
O: -4.07 2.52 0.79  -0.337
C: -3.91 2.20 -0.54  0.700
C: -5.31 2.40 -1.20  -1.431
C: -3.37 2.92 3.00  -1.223
H: -3.41 1.27 -0.73  -0.502
H: -3.12 2.86 -1.07  0.265
H: -5.66 3.41 -0.99  0.386
H: -6.05 1.68 -0.90  0.275
H: -5.25 2.25 -2.32  0.372
H: -4.03 2.16 3.51  0.302
H: -4.01 3.75 3.22  0.425
H: -2.50 3.04 3.73  0.199
O: -3.05 -1.51 0.44  -0.277
C: -3.79 -1.57 -0.39  0.376
O: -5.21 -1.57 -0.30  -0.304
C: -5.86 -1.31 0.96  0.346
C: -7.31 -1.51 0.77  -1.698
C: -3.38 -1.74 -1.90  -1.066
H: -5.49 -0.32 1.44  0.031
H: -5.60 -2.20 1.67  0.135
H: -7.89 -1.05 -0.10  0.268
H: -7.96 -1.50 1.49  0.675
H: -7.56 -2.53 0.65  0.408
H: -4.21 -1.90 -2.42  0.682
H: -2.73 -2.59 -2.05  0.173
H: -3.02 -0.85 -2.34  0.204
O: 2.71 0.47 1.64  -0.911
C: 2.72 -0.69 1.18  0.810
O: 3.64 -1.70 1.56  -0.203
C: 4.67 -1.49 2.60  -0.061
C: 5.20 -2.82 3.07  -1.141
C: 1.90 -1.19 0.06  0.338
H: 4.23 -0.97 3.55  0.051
H: 5.35 -0.74 2.24  0.359
H: 4.18 -3.59 3.24  0.187
H: 5.81 -2.77 4.05  0.316
H: 5.77 -3.33 2.36  0.355
H: 1.65 -0.30 -0.59  -0.881
H: 1.03 -1.47 0.51  0.270
H: 2.38 -1.80 -0.73  0.414
O: -0.28 4.16 2.82  -0.497
C: 0.16 5.01 2.12  0.695
O: 0.73 4.66 0.97  -0.393
C: 0.95 3.35 0.66  0.989
C: 1.64 3.37 -0.65  -1.313
C: -0.02 6.49 2.39  -1.113
H: 0.00 2.76 0.23  -0.287
H: 1.69 2.96 1.31  0.387
H: 1.07 3.83 -1.45  0.303
H: 2.28 2.57 -0.89  -0.135
H: 2.38 4.09 -0.41  0.716
H: -1.07 6.82 2.05  0.246
H: 0.75 7.24 1.76  0.257
H: 0.26 6.81 3.42  0.331
O: 3.61 -4.68 -3.40  -0.678
C: 2.63 -4.01 -3.24  0.642
O: 1.88 -4.22 -2.06  -0.403
C: 0.80 -3.35 -1.79  0.213
C: 0.47 -3.63 -0.25  -1.456
C: 2.01 -3.15 -4.31  -0.585
H: 0.04 -3.37 -2.41  1.266
H: 1.19 -2.19 -1.95  -0.493
H: 1.49 -3.57 0.29  0.193
H: 0.10 -4.71 -0.03  0.351
H: -0.15 -3.11 0.26  0.336
H: 2.27 -2.04 -3.99  0.449
H: 0.94 -3.17 -4.27  0.201
H: 2.53 -3.19 -5.16  0.453
O: 2.77 2.06 -4.18  -0.769
C: 3.03 0.78 -4.24  0.984
O: 3.83 0.14 -3.38  -0.147
C: 4.25 0.75 -2.14  0.941
C: 5.13 -0.19 -1.33  -2.200
C: 2.36 -0.22 -5.19  -1.180
H: 3.37 0.99 -1.41  -0.880
H: 4.51 1.81 -2.22  0.468
H: 5.95 -0.46 -1.88  0.646
H: 4.61 -1.03 -1.25  0.364
H: 5.41 0.29 -0.50  0.527
H: 3.20 -0.61 -5.90  0.317
H: 1.92 0.31 -5.79  1.073
H: 1.79 -0.90 -4.52  -1.160
O: 1.35 -0.50 2.16  -0.344
C: 1.03 -0.20 3.37  0.874
O: 0.00 -0.70 3.96  -0.340
C: -0.95 -1.68 3.40  0.669
C: -2.04 -2.05 4.25  -1.460
C: 1.69 0.88 4.27  -1.391
H: -0.49 -2.58 3.02  0.146
H: -1.38 -1.14 2.43  -0.115
H: -2.66 -1.25 4.55  0.395
H: -1.66 -2.48 5.36  0.246
H: -2.65 -2.75 3.63  0.345
H: 1.13 1.96 4.07  0.183
H: 2.52 1.28 3.69  0.285
H: 1.91 0.63 5.23  0.522

---

# 5
The following is a quantum chemistry calculation of C23H42N9O5S2Si as an isolated structure, from the Open Molecules 2025 dataset.

Properties
LUMO level, Ha: 0.0782
E_tot, eV: -77729.3986
Orbital gap, eV: 7.9
Total charge: -1
Strongest force on any atom, eV/Å: 1.5

Last column: Mulliken charge in e.
Atoms and positions in Å:
C: 3.61 0.15 0.11  -0.945
C: 2.92 1.44 -0.31  -0.744
S: 1.13 1.28 -0.23  1.353
O: 0.71 1.06 -1.60  -0.735
O: 0.81 0.14 0.62  -0.715
N: 0.59 2.62 0.49  -0.579
S: -0.23 3.64 -0.44  1.271
O: 0.46 4.05 -1.64  -0.723
O: -0.65 4.77 0.37  -0.806
C: -1.73 2.86 -0.97  -0.540
C: -2.72 2.59 0.16  -0.607
O: -3.76 1.73 -0.29  -0.372
Si: -3.53 0.06 -0.22  0.740
C: -2.46 -0.65 -1.59  -1.062
C: -5.26 -0.65 -0.46  -0.992
C: -2.83 -0.56 1.41  -0.876
H: 4.53 0.03 -0.43  0.227
H: 2.97 -0.72 0.00  0.280
H: 3.87 0.20 1.17  0.331
H: 3.11 1.59 -1.37  0.385
H: 3.26 2.29 0.26  0.363
H: -2.21 3.55 -1.66  0.310
H: -1.48 1.96 -1.53  0.154
H: -2.23 2.27 1.08  0.451
H: -3.18 3.55 0.38  0.216
H: -2.40 0.06 -2.42  0.419
H: -2.91 -1.57 -1.94  0.488
H: -1.46 -0.84 -1.20  0.040
H: -5.25 -1.71 -0.24  0.296
H: -5.93 -0.15 0.24  0.276
H: -5.54 -0.45 -1.49  0.200
H: -3.14 -1.61 1.47  0.155
H: -3.22 -0.07 2.29  0.355
H: -1.74 -0.57 1.39  0.299
C: 7.93 1.79 -1.02  -0.754
C: 7.56 0.54 -0.37  0.412
N: 7.26 -0.44 0.14  -0.459
H: 7.11 2.51 -0.96  0.228
H: 8.80 2.23 -0.55  0.248
H: 8.16 1.63 -2.07  0.307
C: 2.92 -1.25 -4.01  -0.796
C: 3.86 -0.48 -3.21  0.458
N: 4.56 0.13 -2.54  -0.449
H: 2.27 -0.58 -4.57  0.274
H: 3.44 -1.89 -4.71  0.338
H: 2.29 -1.87 -3.37  0.141
C: -0.37 -4.61 -0.53  -0.900
C: -0.58 -3.77 -1.70  0.482
N: -0.74 -3.13 -2.64  -0.491
H: 0.61 -5.07 -0.53  0.450
H: -0.46 -4.04 0.39  0.208
H: -1.11 -5.41 -0.50  0.283
C: 3.16 -3.41 3.56  -0.820
C: 2.54 -4.16 2.48  0.403
N: 2.05 -4.77 1.65  -0.397
H: 2.62 -2.49 3.74  0.243
H: 3.17 -3.99 4.48  0.309
H: 4.19 -3.16 3.31  0.262
C: -3.29 -5.49 1.90  -0.933
C: -3.51 -4.65 0.74  0.435
N: -3.68 -3.99 -0.18  -0.371
H: -2.30 -5.94 1.88  0.296
H: -3.38 -4.91 2.82  0.297
H: -4.03 -6.29 1.94  0.316
C: 8.70 2.61 2.81  -0.803
C: 9.88 2.36 1.99  0.378
N: 10.79 2.17 1.33  -0.427
H: 8.19 1.68 3.04  0.275
H: 8.98 3.08 3.76  0.329
H: 8.00 3.27 2.30  0.274
C: -6.04 3.49 2.38  -0.934
C: -5.78 2.07 2.51  0.544
N: -5.56 0.95 2.61  -0.461
H: -6.45 3.72 1.40  0.238
H: -6.74 3.84 3.14  0.357
H: -5.11 4.06 2.49  0.255
C: -7.20 2.34 -3.19  -0.759
C: -7.75 1.54 -2.11  0.430
N: -8.19 0.91 -1.26  -0.414
H: -6.11 2.31 -3.18  0.197
H: -7.54 1.98 -4.16  0.309
H: -7.51 3.38 -3.10  0.282

---

# 6
The following is a quantum chemistry calculation of one molecule with the formula CH2F3P, from the Open Molecules 2025 dataset.

Properties
Energy relative to the best compared isomer or geometry (same formula, charge and spin), kJ/mol: 115.1
LUMO level, Ha: -0.0020
E_tot, eV: -18510.6212
Orbital gap, eV: 9.2
Total charge: 0
Structure (SMILES): C=P(F)(F)F
Strongest force on any atom, eV/Å: 4.7

Last column: natural (NBO) charge in e.
Atoms and positions in Å:
C: -0.81 -0.16 1.16  -0.799
P: 0.32 0.01 -0.57  2.116
F: -0.71 0.01 -1.74  -0.545
F: 1.41 0.99 -1.26  -0.561
F: 1.08 -1.31 -0.86  -0.545
H: -0.12 -0.32 1.92  0.167
H: -1.18 0.79 1.35  0.168

---

Q: What is the total charge in the third record?
A: 0